C82H191N13O13 | the ωB97M-V functional and the def2-TZVPD basis

XYZ file:
```
299
Properties=species:S:1:pos:R:3:forces:R:3:lowdin_charge:R:1
C 1.254 2.397 -5.300 0.676 0.266 0.717 -0.0629
C 1.998 2.524 -6.608 -0.562 0.412 -0.733 -0.4122
C 2.799 3.870 -6.759 0.321 -1.210 -0.986 -0.1267
O 3.295 4.069 -8.151 -0.320 -0.465 1.332 -0.2047
C 4.064 5.271 -8.282 -1.052 0.162 1.225 -0.1154
N 2.857 1.367 -6.763 1.258 1.223 -0.331 0.0434
H 0.372 3.033 -5.226 0.075 -0.012 -0.039 0.0773
H 1.949 2.636 -4.496 -0.125 0.251 0.330 0.0584
H 0.991 1.354 -5.119 -0.277 0.003 -0.203 0.0592
H 1.213 2.457 -7.361 -0.091 0.541 -0.558 0.1301
H 3.666 3.762 -6.107 0.197 0.140 0.133 0.1166
H 2.203 4.705 -6.392 -0.098 0.234 -0.323 0.1160
H 4.360 5.475 -9.311 -0.246 -0.347 0.090 0.0867
H 4.920 5.343 -7.611 0.448 -0.648 -0.083 0.0787
H 3.425 6.055 -7.875 -0.115 0.598 -0.513 0.0769
H 3.233 1.455 -7.696 0.333 -0.572 -0.066 0.0903
H 2.400 0.481 -6.598 -0.418 0.389 -0.799 0.0227
C -3.981 -2.103 1.352 -0.985 0.148 -0.049 -0.0369
C -4.582 -3.544 1.432 0.331 1.371 1.110 -0.3683
C -5.603 -3.932 0.355 1.095 -0.218 -0.360 -0.2465
O -6.769 -3.198 0.399 -0.529 1.202 -0.127 -0.1756
C -7.790 -3.515 -0.578 1.132 -0.769 1.220 -0.0511
N -3.442 -4.476 1.587 -0.452 0.048 -0.067 0.0555
H -4.742 -1.325 1.408 -0.670 -0.287 -0.588 0.0653
H -3.422 -1.920 0.435 0.268 -0.105 -0.048 0.0692
H -3.433 -1.779 2.237 0.675 -0.867 -0.012 0.0547
H -5.130 -3.529 2.374 -0.041 -0.316 0.212 0.1366
H -5.802 -4.997 0.476 -0.134 -0.451 0.031 0.1199
H -5.075 -3.807 -0.591 -0.063 -0.060 -0.616 0.0988
H -8.534 -2.720 -0.538 0.151 -0.217 -0.111 0.0958
H -8.174 -4.478 -0.241 -0.666 -0.022 -0.204 0.0853
H -7.377 -3.691 -1.571 0.110 0.450 -0.175 0.0753
H -2.748 -4.353 0.864 0.046 0.268 -0.159 0.0476
H -3.712 -5.449 1.567 -0.287 -0.136 0.070 0.0673
C -4.141 2.241 -2.185 -1.033 -1.913 0.468 -0.0693
C -3.877 3.678 -2.300 0.260 1.814 -1.818 -0.4562
C -4.837 4.371 -3.341 0.043 -0.304 1.132 -0.1902
O -4.915 3.742 -4.606 1.091 -0.586 -1.126 -0.1732
C -3.632 3.602 -5.291 0.396 0.557 1.066 -0.0853
N -3.937 4.401 -1.052 -0.047 0.160 0.397 0.0645
H -5.162 2.095 -1.831 -0.355 -0.039 0.039 0.0940
H -3.538 1.769 -1.409 0.361 0.065 -0.036 0.0641
H -4.064 1.626 -3.082 0.211 0.416 -0.177 0.0482
H -2.860 3.800 -2.672 0.254 0.147 -0.088 0.1177
H -4.739 5.455 -3.398 1.120 0.158 -0.328 0.1205
H -5.827 4.368 -2.885 -0.442 -0.789 -0.195 0.1187
H -2.941 4.346 -4.897 -0.029 0.368 -0.159 0.0786
H -3.598 3.671 -6.378 -1.144 0.444 0.002 0.0830
H -3.082 2.675 -5.127 -0.522 -0.614 0.627 0.0627
H -3.398 3.867 -0.386 0.533 0.164 0.126 0.0413
H -4.848 4.278 -0.634 -0.585 0.213 -0.154 0.0487
C 4.355 -2.473 -4.263 -1.416 -0.241 0.302 -0.0369
C 3.596 -1.396 -5.078 1.169 0.341 0.075 -0.4025
C 2.088 -1.707 -5.289 1.501 -0.703 -0.183 -0.1607
O 1.460 -0.860 -6.224 1.926 0.569 0.173 -0.2306
C 0.117 -1.048 -6.416 -1.511 -0.946 0.252 -0.1104
N 3.660 -0.135 -4.390 -0.885 0.553 0.807 0.0590
H 5.444 -2.500 -4.222 -0.048 0.623 -0.544 0.0734
H 4.038 -3.476 -4.547 -0.013 -0.157 -0.133 0.0595
H 4.027 -2.316 -3.235 -0.004 -0.163 0.311 0.0586
H 4.140 -1.213 -6.005 -0.400 -0.736 -0.777 0.1406
H 1.599 -1.606 -4.320 -0.158 -0.291 0.182 0.1106
H 2.150 -2.734 -5.650 -0.894 -0.410 -0.078 0.1214
H -0.440 -0.233 -6.877 0.782 0.465 -0.220 0.0950
H -0.366 -1.163 -5.446 -0.312 -0.482 0.107 0.0761
H -0.010 -1.919 -7.058 -0.484 -0.287 0.162 0.0961
H 4.580 0.253 -4.243 0.386 -0.320 0.155 0.0618
H 3.275 0.477 -5.095 -0.016 0.951 0.329 0.0246
C 0.501 5.046 -2.960 -1.092 0.524 0.229 -0.0567
C 1.580 5.930 -2.273 1.132 -1.770 -1.041 -0.3874
C 1.816 5.619 -0.789 -1.047 0.874 0.051 -0.1850
O 2.746 6.554 -0.157 -0.433 -0.762 -0.876 -0.2204
C 2.228 7.812 0.268 -0.222 -0.666 0.459 -0.0910
N 2.808 5.662 -3.017 0.177 1.591 -0.692 0.0335
H -0.501 5.328 -2.635 -0.167 -0.291 0.629 0.0655
H 0.615 3.963 -2.918 0.355 -0.056 0.915 0.0487
H 0.356 5.133 -4.037 0.888 0.878 -0.220 0.0607
H 1.349 6.993 -2.342 -0.251 -0.006 -0.238 0.1296
H 2.163 4.598 -0.632 0.466 0.175 -0.127 0.0958
H 0.799 5.624 -0.395 -0.094 0.441 1.050 0.1158
H 3.037 8.489 0.542 0.294 -0.257 -0.343 0.0887
H 1.689 7.631 1.198 -0.482 0.211 0.001 0.0726
H 1.597 8.307 -0.470 -0.082 -0.098 -0.074 0.0828
H 3.521 6.271 -2.642 0.331 0.017 -0.075 0.0620
H 3.123 4.708 -2.919 -0.205 -0.298 0.280 0.0070
C 4.741 -0.776 5.624 0.888 -1.246 -0.012 -0.0645
C 4.057 -1.684 6.680 0.335 1.293 0.712 -0.3823
C 4.971 -2.443 7.728 0.610 1.221 -1.367 -0.2078
O 4.217 -3.279 8.574 0.110 0.427 -0.369 -0.1696
C 4.088 -4.578 8.037 0.171 -0.140 0.169 -0.1121
N 3.185 -0.690 7.331 -1.036 -0.825 0.432 0.0246
H 5.271 0.025 6.139 0.416 -0.177 0.042 0.0666
H 4.121 -0.242 4.904 -0.766 -0.403 0.364 0.0596
H 5.407 -1.383 5.010 0.533 0.195 0.048 0.0699
H 3.490 -2.499 6.230 -0.491 0.369 -0.251 0.1027
H 5.601 -1.736 8.267 -0.701 0.403 0.775 0.1222
H 5.794 -2.952 7.227 -0.255 -0.871 -0.483 0.1148
H 5.054 -5.082 8.051 0.117 -0.222 0.233 0.0875
H 3.782 -4.594 6.991 -0.331 0.212 -0.133 0.0699
H 3.359 -5.111 8.647 0.100 -0.029 -0.088 0.0946
H 3.710 -0.034 7.892 0.505 0.143 -0.191 0.0702
H 2.584 -1.122 8.018 -0.256 -0.324 0.087 0.0618
C 4.926 4.067 -0.791 1.672 1.035 1.472 -0.0759
C 5.133 3.376 -2.078 -0.204 -1.287 -0.257 -0.4177
C 6.030 2.122 -1.960 -1.031 0.384 0.946 -0.1787
O 5.968 1.293 -3.106 0.586 0.448 0.030 -0.2027
C 7.006 0.346 -3.088 0.148 -0.652 -0.599 -0.1156
N 3.804 3.000 -2.448 -1.251 -0.602 -2.066 0.0459
H 4.398 5.019 -0.837 -0.095 -0.215 -0.389 0.0605
H 5.931 4.326 -0.458 0.102 0.104 0.749 0.0921
H 4.436 3.461 -0.029 0.035 -0.273 -0.021 0.0799
H 5.595 4.078 -2.772 -0.325 0.008 -0.430 0.1525
H 5.570 1.556 -1.151 0.087 -0.260 0.451 0.1207
H 7.036 2.385 -1.635 0.355 -0.030 -0.411 0.1277
H 6.881 -0.345 -3.921 -0.101 0.309 -0.396 0.0765
H 7.003 -0.339 -2.240 -0.149 0.351 0.645 0.0903
H 7.985 0.816 -3.183 0.096 0.060 0.107 0.0931
H 3.780 2.465 -3.305 0.215 0.024 -0.491 0.0637
H 3.327 2.358 -1.831 0.405 0.006 0.746 0.0537
C -1.401 3.291 2.432 1.816 -0.427 0.350 -0.0299
C -2.605 2.583 3.041 0.312 0.753 0.198 -0.4983
C -2.760 3.219 4.428 -1.019 -0.128 2.061 -0.1117
C -4.140 3.104 5.172 -0.070 -0.787 -0.649 -0.1674
C -5.185 3.553 4.189 0.134 1.413 -0.898 -0.1816
C -5.190 2.852 2.815 -0.537 -0.515 1.125 -0.3995
N -3.756 2.930 2.231 -3.014 1.064 0.916 -0.0703
O -3.736 2.348 0.957 0.338 -0.509 0.506 -0.0553
C -5.722 1.366 3.053 0.167 0.821 -0.642 -0.0225
C -6.214 3.636 1.893 1.643 -0.210 -0.203 -0.0244
C -2.261 1.077 3.247 -1.060 0.193 -0.708 -0.0101
H -1.226 4.332 2.703 -0.714 0.084 0.084 0.0842
H -1.151 3.220 1.374 -0.800 -0.334 -0.121 0.0621
H -0.581 2.768 2.923 0.607 0.158 -0.027 0.0720
H -2.028 2.763 5.094 0.316 0.014 -0.130 0.1186
H -2.562 4.290 4.469 0.174 0.016 -0.621 0.1188
H -4.189 3.756 6.044 0.383 0.138 -0.050 0.1129
H -4.398 2.123 5.569 0.414 -0.391 -0.134 0.0964
H -4.909 4.594 4.025 0.012 0.337 -0.489 0.1160
H -6.211 3.675 4.538 -0.072 -0.664 0.316 0.1233
H -5.683 0.905 2.066 0.112 -0.662 0.169 0.0624
H -5.260 0.792 3.856 0.882 0.067 -0.408 0.0592
H -6.753 1.269 3.392 -0.361 0.828 -0.385 0.0812
H -5.917 4.682 1.821 0.268 0.075 0.179 0.0818
H -6.119 3.259 0.875 -0.317 -0.234 -0.009 0.0560
H -7.260 3.663 2.197 0.169 -0.598 0.325 0.0839
H -3.100 0.574 3.726 0.188 -0.079 0.367 0.0697
H -1.336 0.951 3.810 -0.181 0.075 0.067 0.0847
H -2.137 0.561 2.295 0.234 0.016 -0.202 0.0531
H -3.662 1.418 1.183 -0.056 -0.763 -0.618 0.0713
C 2.901 -0.057 1.392 0.881 1.234 1.318 -0.0338
C 2.388 -1.033 0.393 -0.914 -1.908 -0.068 -0.4808
C 1.285 -1.940 1.056 -1.027 1.167 0.734 -0.1069
C -0.105 -1.240 1.168 1.389 0.204 -0.033 -0.1703
C -0.520 -0.525 -0.114 0.891 -0.456 1.236 -0.1354
C 0.606 0.331 -0.776 -1.961 0.463 -0.072 -0.4220
N 1.851 -0.414 -0.824 -0.952 -1.509 0.092 -0.0996
O 2.837 0.231 -1.594 -0.334 0.234 0.895 -0.0361
C 0.062 0.494 -2.253 1.569 1.164 0.504 -0.0079
C 0.733 1.750 -0.058 0.134 -0.609 -0.958 0.0006
C 3.461 -2.057 -0.009 0.908 0.747 -0.787 -0.0240
H 3.449 0.800 1.001 0.190 -0.181 -0.640 0.0804
H 3.597 -0.533 2.083 -0.050 -0.147 0.120 0.0848
H 2.155 0.446 2.006 -0.399 -0.379 -0.002 0.0721
H 1.208 -2.956 0.667 0.004 0.129 -0.801 0.0805
H 1.595 -2.129 2.084 0.298 0.084 0.153 0.0953
H 0.006 -0.469 1.930 -0.028 0.008 0.286 0.0879
H -0.894 -1.904 1.522 0.051 -0.150 0.048 0.0887
H -1.309 0.134 0.247 -0.335 0.204 -0.790 0.1001
H -0.903 -1.307 -0.770 -0.110 0.328 -0.562 0.1047
H 0.392 -0.322 -2.896 -0.295 -0.370 0.231 0.0611
H -1.008 0.680 -2.344 0.003 -0.172 0.332 0.0782
H 0.578 1.360 -2.667 -0.100 0.213 -0.254 0.0566
H 0.707 1.761 1.031 0.119 -0.442 -0.040 0.0565
H 1.676 2.174 -0.404 0.123 0.104 0.167 0.0569
H -0.030 2.466 -0.363 -0.226 -0.257 -0.304 0.0719
H 4.075 -1.563 -0.763 0.129 -0.230 -0.249 0.0700
H 3.039 -2.971 -0.427 -0.127 0.130 -0.179 0.0548
H 4.185 -2.353 0.750 -0.398 0.146 0.486 0.0881
H 2.758 -0.260 -2.415 0.674 0.331 -0.988 0.0510
C -4.558 -2.736 -8.194 1.289 -0.340 1.053 -0.0343
C -4.574 -1.744 -6.960 0.428 -1.590 -2.363 -0.5196
C -6.051 -1.539 -6.727 -0.219 0.177 -0.646 -0.1706
C -6.375 -0.961 -5.395 -0.455 1.394 -0.765 -0.1916
C -5.963 -1.893 -4.281 0.282 0.074 -1.177 -0.1130
C -4.429 -2.148 -4.396 -0.546 1.200 -0.652 -0.4667
N -4.028 -2.464 -5.836 -0.664 -1.008 1.498 -0.0656
O -2.630 -2.806 -6.001 -0.956 0.689 0.469 -0.0270
C -3.759 -0.849 -3.945 1.242 -0.413 -0.587 -0.0316
C -4.081 -3.283 -3.485 1.325 -1.094 0.297 -0.0531
C -3.822 -0.501 -7.443 0.259 0.915 0.447 -0.0206
H -3.530 -3.061 -8.357 0.324 0.442 -0.368 0.0651
H -4.937 -2.314 -9.125 -0.245 -0.075 0.228 0.0909
H -4.994 -3.688 -7.890 -0.790 0.202 -0.204 0.0802
H -6.310 -0.821 -7.505 -0.468 -0.032 -0.041 0.1293
H -6.625 -2.446 -6.912 0.192 -0.229 -0.031 0.1232
H -7.417 -0.648 -5.458 -0.252 -0.345 0.693 0.1223
H -5.856 -0.008 -5.500 0.207 0.284 1.165 0.1082
H -6.529 -2.806 -4.460 0.092 -0.337 0.188 0.1180
H -6.211 -1.529 -3.284 0.195 0.065 0.033 0.1233
H -3.823 -0.707 -2.866 -0.208 0.320 -0.122 0.0853
H -2.707 -0.926 -4.219 0.387 -0.203 0.381 0.0758
H -4.052 0.002 -4.560 -0.543 0.000 0.569 0.0569
H -4.631 -4.210 -3.643 -0.320 0.130 -0.311 0.0883
H -3.032 -3.536 -3.635 0.273 -0.103 -0.133 0.0642
H -4.123 -3.078 -2.415 -0.403 0.551 -0.068 0.0623
H -2.821 -0.644 -7.849 0.126 -0.723 0.348 0.0740
H -3.708 0.230 -6.643 -0.087 0.199 0.012 0.0649
H -4.305 0.001 -8.282 -0.547 -0.090 0.152 0.0895
H -2.717 -3.722 -6.273 0.215 -0.146 -0.043 0.0938
C 5.617 3.418 5.797 -1.164 0.205 -0.239 -0.0229
C 5.029 4.832 5.568 -0.149 1.009 -0.286 -0.4980
C 5.906 5.607 4.607 1.487 0.175 -1.553 -0.1572
C 5.800 5.280 3.097 -0.630 -0.313 1.507 -0.1619
C 4.341 5.416 2.704 -0.124 0.322 -0.276 -0.1431
C 3.294 4.700 3.587 0.899 -0.567 0.207 -0.4575
N 3.635 4.912 5.023 0.304 0.888 0.859 -0.0765
O 2.729 4.320 5.973 0.453 0.291 -1.290 -0.0120
C 1.903 5.341 3.255 0.204 -1.013 1.222 -0.0123
C 3.354 3.208 3.214 -1.072 -0.551 -0.083 -0.0337
C 5.106 5.641 6.885 -0.527 -0.676 0.809 -0.0430
H 6.545 3.445 6.368 0.046 0.094 -0.250 0.0902
H 5.715 2.911 4.838 0.417 -0.074 0.095 0.0627
H 4.899 2.840 6.379 -0.010 -0.136 0.175 0.0680
H 5.808 6.689 4.693 -0.314 0.012 0.373 0.1224
H 6.942 5.365 4.845 0.161 0.223 0.467 0.1167
H 6.203 4.275 2.970 -0.268 -0.279 -0.325 0.1001
H 6.452 5.930 2.513 -0.145 0.155 0.034 0.1136
H 4.239 5.081 1.672 -0.461 0.014 -0.021 0.0889
H 4.026 6.460 2.723 0.408 0.280 -0.102 0.1180
H 1.122 4.954 3.910 0.040 -0.596 0.059 0.0660
H 1.852 6.393 3.538 0.540 0.192 -0.615 0.0875
H 1.600 5.100 2.236 0.190 0.408 -0.123 0.0729
H 2.990 3.076 2.195 -0.195 -0.016 -0.121 0.0640
H 4.285 2.642 3.253 0.492 0.735 0.110 0.0729
H 2.697 2.624 3.858 -0.404 -0.078 0.036 0.0736
H 4.722 5.064 7.726 -0.293 -0.201 -0.032 0.0741
H 4.530 6.567 6.891 0.052 -0.028 -0.461 0.0890
H 6.125 5.862 7.204 0.237 0.041 -0.511 0.0830
H 2.850 3.382 5.810 -0.249 -0.592 0.285 0.0635
C 0.203 -4.441 -2.310 -0.936 -0.483 -0.466 0.0222
C 0.749 -5.897 -2.006 1.757 0.553 1.074 -0.3571
C 1.191 -5.959 -0.496 0.140 0.409 0.043 -0.1239
C 0.040 -6.038 0.501 0.144 -0.328 -1.173 -0.1515
C -0.763 -7.260 0.142 -0.051 -1.380 0.702 -0.1406
C -1.304 -7.353 -1.292 -0.941 -2.164 1.795 -0.4427
N -0.228 -7.049 -2.204 -0.453 2.889 -2.123 0.1132
O -0.530 -7.229 -3.566 0.390 0.344 1.900 0.1098
C -1.765 -8.879 -1.550 0.676 0.464 -0.480 0.0127
C -2.561 -6.496 -1.357 -1.170 0.591 -1.651 -0.0056
C 2.074 -6.105 -2.865 -0.998 -0.629 0.927 0.0008
H -0.733 -4.135 -1.842 -0.105 -0.552 0.324 0.0663
H 0.016 -4.294 -3.373 0.253 -0.160 -0.117 0.0891
H 0.901 -3.678 -1.967 0.500 -0.391 -0.012 0.0880
H 1.882 -6.783 -0.318 -0.175 -0.406 -0.221 0.1278
H 1.816 -5.094 -0.274 -0.147 0.289 -0.346 0.1052
H -0.635 -5.190 0.381 0.180 0.369 0.225 0.1025
H 0.405 -6.074 1.528 -0.088 0.022 -0.114 0.1130
H -1.573 -7.360 0.865 -0.422 0.019 -0.373 0.1320
H -0.262 -8.223 0.237 0.863 0.250 0.534 0.1229
H -0.951 -9.584 -1.377 0.298 0.212 0.158 0.0878
H -2.582 -9.241 -0.926 -0.008 0.683 0.244 0.1030
H -2.073 -9.059 -2.579 -0.143 0.373 -0.050 0.0817
H -2.461 -5.411 -1.329 0.462 -0.100 -0.052 0.0713
H -3.091 -6.759 -2.272 -0.010 0.334 -0.264 0.0974
H -3.284 -6.742 -0.579 0.537 -0.375 0.297 0.0971
H 2.863 -5.440 -2.513 -0.437 0.506 -0.023 0.0916
H 1.950 -6.008 -3.943 -0.107 -0.050 0.174 0.0875
H 2.476 -7.073 -2.567 -0.081 -0.339 -0.478 0.0855
H -0.148 -8.088 -3.762 0.093 -0.694 -0.501 0.1439
C 0.680 -2.242 5.045 0.088 0.147 -0.927 -0.0280
C -0.047 -3.566 5.020 -1.805 -1.109 0.802 -0.4463
C 0.350 -4.317 6.327 -1.014 -0.541 0.018 -0.1083
C -0.435 -3.840 7.565 0.596 0.748 0.645 -0.1816
C -1.923 -3.712 7.386 -0.140 0.525 -1.835 -0.1296
C -2.283 -2.915 6.088 0.106 -0.033 2.158 -0.5082
N -1.554 -3.455 4.986 1.845 -2.496 2.066 -0.1461
O -2.038 -3.003 3.813 -0.305 1.114 -1.930 -0.0421
C -3.771 -3.122 5.876 -1.534 0.736 -0.218 -0.0452
C -1.970 -1.420 6.290 -0.238 1.170 -0.359 -0.0183
C 0.315 -4.429 3.783 0.379 0.977 -0.419 -0.0365
H 1.633 -2.497 4.581 0.408 0.717 0.163 0.0785
H 0.804 -1.787 6.028 0.160 -0.314 -0.013 0.0746
H 0.145 -1.508 4.442 0.262 0.010 -0.346 0.0734
H 0.166 -5.389 6.253 -0.191 -0.166 -0.442 0.1149
H 1.431 -4.241 6.436 0.042 0.279 0.263 0.0959
H -0.047 -2.873 7.886 0.122 0.200 -0.012 0.0971
H -0.340 -4.467 8.451 0.693 -0.350 -0.172 0.1125
H -2.406 -3.139 8.177 0.141 -0.383 0.344 0.1261
H -2.345 -4.713 7.288 -0.292 -0.017 0.131 0.1200
H -4.187 -2.390 5.184 0.182 -0.118 -0.529 0.0737
H -4.147 -4.109 5.604 0.749 -0.288 -0.445 0.0881
H -4.413 -2.928 6.734 0.636 0.238 0.732 0.0873
H -2.825 -0.809 6.579 -0.428 -0.211 -0.204 0.0822
H -1.228 -1.066 7.006 0.344 -0.886 0.264 0.0814
H -1.601 -1.032 5.340 -0.383 0.183 -0.073 0.0517
H 0.197 -3.841 2.872 -0.156 0.333 -0.024 0.0492
H -0.301 -5.308 3.596 -0.052 -0.098 0.713 0.0782
H 1.375 -4.680 3.775 0.094 -0.289 0.330 0.0880
H -2.567 -3.749 3.522 -0.251 0.019 -0.853 0.0689
```
Positions in Å, forces in eV/Å.

Summary:
HOMO (spin up / spin down) = -9.3 / -9.3 eV
lowest unoccupied orbital energy (spin up / spin down) = -0.09822 / -0.25871 Ha
E = -4928.0046 Eh
total charge = +1
maximum force = 3.73 eV/Å
HOMO-LUMO gap (spin up / spin down) = 6.610 / 2.243 eV
multiplicity = 2